C9H27HgN4O2Si | ωB97M-V/def2-TZVPD

Computed properties:
**E_HOMO (spin up / spin down)**: -7.75 / -8.57 eV
**Molecular weight**: 452.02 g/mol
**⟨S²⟩**: 0.756
**Energy above the lowest of the compared OMol25 structures with the same formula, charge and spin**: 0.0 kcal per mole
**Lowest unoccupied orbital energy (spin up / spin down)**: 0.62 / -1.62 eV
**Charge**: 0
**Multiplicity**: 2

Each line ends with the Mulliken spin population.
Element x y z (Å)
Hg -0.4909 1.8724 -0.7063  0.795
C 4.0865 -1.0258 -0.8100  0.001
C 3.6462 0.0220 -1.8230  -0.014
C 4.3286 -0.2565 -3.1781  -0.001
C 4.0373 1.4247 -1.3073  0.028
N 2.2016 -0.1838 -2.0471  -0.001
N 1.4065 0.0690 -0.9225  0.069
H 5.1668 -1.0354 -0.7297  0.000
H 3.7402 -2.0493 -1.1402  0.000
H 3.7180 -0.8412 0.2134  0.000
H 5.4026 -0.2497 -3.0362  0.000
H 4.0909 0.5084 -3.9371  0.000
H 3.9903 -1.2657 -3.4786  0.000
H 5.1012 1.4161 -1.0948  -0.001
H 3.5389 1.5947 -0.3573  -0.005
H 3.7803 2.1868 -2.0570  -0.004
H 1.8939 0.4868 -2.7654  -0.002
H 1.9683 0.3720 -0.1286  -0.006
H 0.9056 -0.8088 -0.6522  -0.006
C -0.4788 -0.3768 4.7455  0.000
N 0.1067 0.5196 3.7276  -0.001
C -0.0528 0.4076 2.3874  0.011
N -0.9087 -0.5717 1.9493  0.000
O 0.5654 1.1856 1.6034  0.007
H 0.0630 -0.2132 5.6772  0.000
H -0.3940 -1.4391 4.4664  0.000
H -1.5360 -0.1302 4.9566  0.000
H 0.4687 1.4127 4.0124  0.000
H -1.3873 -1.1035 2.6397  0.000
H -1.2927 -0.5520 0.9735  0.008
C -4.1749 -1.2650 -1.9677  0.004
Si -3.5649 -0.1364 -0.6381  0.018
C -4.4334 1.5271 -0.7110  -0.001
C -4.0933 -0.5978 1.1615  -0.001
O -1.9245 -0.0748 -0.7279  0.100
H -5.2815 -1.1623 -2.0337  0.000
H -3.7928 -2.2610 -1.8243  0.001
H -3.7756 -0.8928 -2.9150  -0.001
H -5.4240 1.4265 -0.1536  0.001
H -4.6047 1.8213 -1.7645  -0.002
H -3.8306 2.2914 -0.2170  0.002
H -5.2194 -0.6000 1.2404  0.000
H -3.7386 0.1377 1.8624  0.000
H -3.8079 -1.5894 1.5078  0.000

Forces on the atoms, in the same order (eV/Å):
-0.4 -1.2 0.0
-0.3 -1.1 0.0
0.2 -0.1 -0.2
-0.6 -0.3 0.4
-0.5 -0.7 -0.3
0.4 0.8 -1.4
-1.1 -0.6 1.1
0.3 -0.1 -0.1
0.4 1.0 0.4
-0.1 0.0 -0.4
0.3 -0.1 -0.1
-0.1 -0.4 0.2
0.3 0.6 -0.3
0.2 0.2 -0.1
-0.1 0.4 0.1
0.1 -0.1 0.4
0.3 -0.4 0.3
-0.3 0.0 0.0
0.6 1.1 -0.2
-0.2 0.7 -0.3
-0.1 -0.6 0.7
-0.4 0.1 -1.5
0.9 0.8 -0.5
-0.9 -0.8 1.0
0.1 -0.2 -0.1
0.1 0.5 0.0
0.3 -0.2 -0.2
0.2 -0.1 0.1
-0.4 -0.2 0.2
0.4 0.2 0.4
-0.8 0.8 -0.3
1.0 0.5 1.4
-1.0 -0.2 -0.3
-1.4 -0.8 -0.8
0.1 0.7 0.4
0.6 -0.6 0.0
-0.3 -0.6 0.0
0.0 0.0 0.0
1.2 0.3 -0.9
-0.1 0.1 0.5
-0.1 0.0 0.0
1.0 0.1 -0.2
0.3 0.4 0.3
0.3 -0.1 0.1

=====

C2H3N2O2S | ωB97M-V/def2-TZVPD

Computed properties:
**E_HOMO (spin up / spin down)**: -3.65 / -2.15 eV
**Molecular weight**: 119.12 g/mol
**Energy above the lowest of the compared OMol25 structures with the same formula, charge and spin**: 34.1 kcal per mole
**Lowest unoccupied orbital energy (spin up / spin down)**: 4.07 / 3.54 eV
**Charge**: -1

Each line ends with the natural charge from an NBO analysis.
Element x y z (Å)
C -0.6412 0.0476 1.6858  0.218
C -0.9339 -0.6928 0.5522  -0.219
N -0.4267 0.4807 2.7486  -0.424
N -1.2518 -0.0869 -0.6352  -0.771
O 2.6977 -0.4927 -1.0109  -0.990
O 0.8802 1.2397 -1.2988  -1.020
S 1.8395 0.5721 -0.3888  1.184
H -0.2743 -1.5002 0.5496  0.206
H -0.9394 -0.5808 -1.4559  0.382
H -0.9500 1.0133 -0.7467  0.434

Forces on the atoms, in the same order (eV/Å):
-0.3 0.7 2.0
0.6 1.4 -0.7
-0.2 0.0 -0.7
-0.5 3.3 -0.5
-0.5 0.4 0.0
-0.4 0.6 -0.9
1.1 -0.8 0.9
0.6 -1.9 -0.5
0.1 0.0 0.0
-0.6 -3.7 0.3

=====

C3H4S | ωB97M-V/def2-TZVPD

Computed properties:
**E_HOMO**: -7.89 eV
**Molecular weight**: 72.13 g/mol
**Energy above the lowest of the compared OMol25 structures with the same formula, charge and spin**: 79.1 kcal per mole
**Structure (SMILES)**: CC1=CS1
**Lowest unoccupied orbital energy**: -0.31 eV
**Charge**: 0

Each line ends with the natural charge from an NBO analysis.
Element x y z (Å)
C -0.0193 0.9594 0.4343  -0.724
C -0.0976 -0.3493 -0.0183  -0.017
C 0.5830 -1.6664 -0.6625  -0.432
S -1.1504 -1.5694 0.2348  0.248
H -0.0214 1.0982 1.4882  0.268
H -0.8211 1.5279 0.0804  0.264
H 0.9563 1.3046 0.1184  0.237
H 0.5705 -1.3050 -1.6754  0.157

Forces on the atoms, in the same order (eV/Å):
2.3 1.9 0.0
1.7 -6.9 -0.8
-0.8 4.5 2.4
-1.3 -0.6 -0.4
-0.2 -0.5 1.1
-1.2 1.1 -0.8
0.0 0.9 -0.3
-0.5 -0.5 -1.3

=====

C13H15N8O5Pt | ωB97M-V/def2-TZVPD

Computed properties:
**E_HOMO (spin up / spin down)**: -12.21 / -12.43 eV
**Molecular weight**: 558.39 g/mol
**⟨S²⟩**: 2.006
**Energy above the lowest of the compared OMol25 structures with the same formula, charge and spin**: 2.0 kcal per mole
**Lowest unoccupied orbital energy (spin up / spin down)**: -3.49 / -4.94 eV
**Charge**: +1
**Multiplicity**: 3

Each line ends with the Mulliken spin population.
Element x y z (Å)
Pt -0.1123 -0.0330 -0.1345  1.540
O 2.2882 2.8435 4.4326  0.001
C 1.0918 2.3891 4.7233  -0.001
O 0.5825 2.5002 5.8071  0.000
C 0.3330 1.6844 3.6374  0.008
C -0.9142 1.1275 3.8595  0.008
N -1.3183 0.5691 2.7141  0.010
N -0.4115 0.7365 1.7547  0.023
C 0.6106 1.3996 2.2885  0.038
C 1.8320 1.6130 1.4358  -0.037
O 2.7965 2.2057 1.8946  0.008
O 1.7795 1.1057 0.2513  0.172
H 2.5580 2.6750 3.4964  0.002
H -1.5017 1.1161 4.7623  0.001
H -2.1435 0.0176 2.5445  0.000
C 3.7131 -4.1214 1.0633  0.002
N 2.5220 -3.3086 1.2097  0.002
C 1.3121 -3.7760 1.8678  0.006
C 0.3366 -2.6285 1.6003  -0.010
O -0.8174 -2.5343 1.9393  0.004
N 1.0282 -1.6898 0.8705  0.183
C 2.2874 -2.1094 0.6713  -0.019
N 3.1589 -1.3598 0.0021  0.002
H 3.8411 -4.7308 1.9549  0.000
H 4.5957 -3.4936 0.9546  0.000
H 3.6398 -4.7803 0.1953  0.000
H 1.4632 -3.9108 2.9405  0.000
H 0.9448 -4.7163 1.4522  0.000
H 2.9058 -0.3775 -0.0896  -0.003
H 4.1376 -1.5900 -0.0075  -0.001
N 1.4813 -3.3237 -4.0527  -0.001
C 1.1068 -2.0796 -3.6855  0.001
C 0.5102 -1.8165 -2.4387  0.014
N 0.2126 -0.5722 -2.0798  0.045
C 0.4565 0.4296 -2.9400  0.010
C 1.0299 0.1466 -4.1691  0.002
N 1.3605 -1.0798 -4.5329  0.006
H 1.1393 -4.1343 -3.5709  0.000
H 1.8363 -3.4397 -4.9875  0.000
H 0.2723 -2.6155 -1.7494  -0.012
H 0.2055 1.4349 -2.6374  -0.005
H 1.2323 0.9357 -4.8822  0.000

Forces on the atoms, in the same order (eV/Å):
0.3 -0.1 0.9
0.3 0.2 0.0
-0.3 -0.1 0.1
0.1 0.0 -0.1
0.0 0.0 -0.1
0.1 0.1 0.1
-0.1 0.0 0.1
0.3 -0.1 -0.2
0.0 0.1 0.2
0.0 0.2 0.3
-0.1 -0.1 -0.1
-0.4 -0.2 -0.4
-0.1 -0.1 0.0
0.0 0.0 0.0
0.0 -0.1 0.0
0.1 0.0 -0.1
0.0 0.0 0.0
-0.1 0.0 0.1
0.1 -0.1 0.0
0.1 -0.1 0.0
-0.5 0.5 -0.5
0.0 0.0 0.1
0.0 -0.2 0.0
0.0 0.0 0.0
0.0 0.0 0.1
0.0 0.0 0.0
0.0 0.0 0.0
0.0 0.0 0.0
0.0 0.1 -0.1
0.0 -0.1 0.0
0.1 -0.1 0.0
-0.1 0.4 0.0
-0.1 -0.2 -0.1
0.5 0.0 -0.3
0.0 0.0 -0.2
-0.1 -0.1 0.1
0.1 -0.2 -0.1
0.0 0.0 0.0
0.0 0.0 0.0
0.1 0.1 0.1
0.0 0.0 0.0
0.0 0.0 0.1

=====

C25H42GeMoNO3 | ωB97M-V/def2-TZVPD

Computed properties:
**E_HOMO (spin up / spin down)**: -20.97 / -21.23 eV
**Molecular weight**: 573.16 g/mol
**⟨S²⟩**: 0.759
**Energy above the lowest of the compared OMol25 structures with the same formula, charge and spin**: 40.4 kcal per mole
**Lowest unoccupied orbital energy (spin up / spin down)**: -13.48 / -13.57 eV
**Charge**: +4
**Multiplicity**: 2

Each line ends with the Mulliken spin population.
Element x y z (Å)
Mo 0.8579 0.3789 0.0714  0.758
C 0.0261 3.2303 -3.0849  0.000
C 1.2109 3.3240 -2.2115  0.008
C 1.1662 4.3376 -1.1391  -0.002
C 2.5269 3.0629 -2.8211  0.001
O 0.9639 1.5905 -1.1106  0.050
Ge 0.7189 -1.3022 -3.4599  0.000
O -0.5574 -0.9461 -2.3425  -0.008
C -1.9331 -1.3352 -2.8713  0.001
C -2.7162 -0.0525 -3.0196  0.001
C -1.6676 -2.0135 -4.2136  0.000
C -2.5291 -2.2820 -1.8541  0.000
O 1.7201 -1.1163 -0.2535  0.103
C 2.7970 -2.3581 -0.0935  0.019
C 4.1410 -1.6948 -0.0165  0.006
C 2.5798 -3.1491 -1.3545  0.001
C 2.3613 -3.0738 1.1503  0.001
H 0.0959 4.1046 -3.7473  0.000
H -0.9143 3.3056 -2.5426  0.000
H 0.0446 2.3474 -3.7205  0.000
H 1.1329 5.3010 -1.6679  0.001
H 2.0602 4.3508 -0.5189  0.000
H 0.2564 4.2849 -0.5426  0.001
H 2.8005 4.0065 -3.3159  -0.001
H 2.5032 2.2912 -3.5873  0.000
H 3.3046 2.8646 -2.0852  -0.001
H -2.2740 0.6051 -3.7694  0.000
H -2.7781 0.4648 -2.0618  0.000
H -3.7325 -0.2849 -3.3411  0.000
H -1.1774 -1.3227 -4.9296  0.000
H -2.5825 -2.3136 -4.7295  0.000
H -1.0894 -2.9465 -4.0915  0.000
H -2.8128 -1.7454 -0.9479  0.000
H -1.8339 -3.0846 -1.6051  0.000
H -3.4291 -2.7395 -2.2674  0.000
H 4.2911 -0.9761 -0.8219  -0.001
H 4.8933 -2.4780 -0.1457  0.000
H 4.3288 -1.2356 0.9523  -0.001
H 2.9879 -2.6381 -2.2294  0.000
H 1.5303 -3.4248 -1.4810  0.000
H 3.1352 -4.0864 -1.2641  -0.001
H 2.3984 -2.4253 2.0238  -0.001
H 3.0703 -3.8872 1.3255  0.001
H 1.3740 -3.5220 1.0402  0.001
C 0.1880 0.0041 5.3576  -0.002
C 0.6173 0.6191 4.0713  -0.005
C 1.6873 0.0771 3.3343  -0.005
C 2.2032 0.7408 2.2318  -0.074
C 1.5629 1.9108 1.7428  0.028
C 0.4602 2.4295 2.4646  0.003
C 0.0131 1.8022 3.6060  0.008
H 0.7810 0.4450 6.1676  -0.001
H 0.3694 -1.0692 5.3855  0.000
H -0.8551 0.2155 5.5855  0.000
H 2.1791 -0.8144 3.7048  -0.002
H 3.1603 0.4451 1.8147  0.011
H 2.1204 2.5796 1.0945  0.014
H 0.0034 3.3592 2.1460  0.000
H -0.7905 2.2434 4.1837  -0.001
C -4.8696 -0.8529 2.6204  0.001
C -3.5347 -0.5578 2.0331  0.021
C -3.2843 0.6237 1.3188  -0.001
C -2.0393 0.8710 0.8028  0.060
N -1.0065 0.0045 0.9618  -0.045
C -1.2353 -1.1516 1.6377  0.052
C -2.4602 -1.4496 2.1747  0.006
H -5.6441 -0.1955 2.2334  0.000
H -4.8264 -0.7200 3.7064  0.004
H -5.1518 -1.8924 2.4493  0.002
H -4.0713 1.3517 1.1691  0.000
H -1.8379 1.7830 0.2536  -0.005
H -0.3993 -1.8329 1.7397  -0.006
H -2.5894 -2.3855 2.7040  0.000

Forces on the atoms, in the same order (eV/Å):
-0.1 0.3 0.3
-0.2 -0.5 0.3
0.3 1.7 -1.0
0.0 -0.4 0.4
0.0 -0.6 0.2
-0.3 -0.5 0.3
-0.1 -0.1 -0.1
0.2 0.0 -0.1
0.0 0.0 0.1
0.0 0.0 0.0
0.1 0.0 0.0
0.0 0.0 0.0
0.3 -0.2 0.1
-0.1 0.0 0.0
0.0 0.0 0.0
0.0 0.0 0.0
0.0 0.0 0.0
0.0 0.0 0.0
0.0 0.1 0.0
0.0 0.0 -0.1
0.0 0.0 0.0
0.0 0.0 0.0
0.0 0.1 0.0
0.0 0.0 0.0
0.0 0.0 0.0
0.0 0.1 0.0
0.0 0.0 0.0
0.0 0.0 0.0
0.0 0.0 0.0
0.0 0.0 0.0
0.0 0.0 0.0
0.0 0.0 0.0
0.0 0.0 0.0
0.0 0.0 0.0
0.0 0.0 0.0
0.0 0.0 0.0
0.0 0.0 0.0
0.0 0.0 0.0
0.0 0.0 0.0
0.0 0.0 0.0
0.0 0.0 0.0
0.0 0.0 0.0
0.0 0.0 0.0
0.0 0.0 0.0
0.0 0.0 0.0
0.0 0.0 0.0
-0.1 -0.1 0.1
0.1 0.0 0.1
0.1 0.1 0.1
-0.1 0.0 -0.1
0.0 0.0 0.0
0.0 0.0 0.0
0.0 0.0 0.0
0.0 0.0 0.0
0.0 0.0 0.0
0.0 -0.1 0.0
0.0 0.0 -0.1
0.0 0.0 0.0
0.0 0.0 0.0
0.0 0.0 0.0
0.0 0.0 0.0
-0.1 0.0 0.0
0.1 0.0 0.0
0.0 0.0 -0.2
0.1 0.1 0.0
0.0 0.0 0.0
0.0 0.0 0.0
0.0 0.0 0.0
0.0 0.0 0.0
0.0 0.0 0.0
0.0 0.0 0.0
0.0 0.0 0.0
0.0 0.0 0.0

=====

C33H33N2O2P2SSn | ωB97M-V/def2-TZVPD

Computed properties:
**E_HOMO**: -16.34 eV
**Molecular weight**: 702.37 g/mol
**Energy above the lowest of the compared OMol25 structures with the same formula, charge and spin**: 39.4 kcal per mole
**Lowest unoccupied orbital energy**: -9.47 eV
**Charge**: +3

Each line ends with the Mulliken charge.
Element x y z (Å)
Sn 1.0110 0.2756 -1.8518  0.954
C 0.9850 -2.3780 2.4248  -0.978
N 1.0413 -1.4337 1.2960  0.259
P 0.7510 -1.9524 -0.3784  0.188
C 2.3074 -2.7240 -0.8367  0.690
C 3.5095 -2.3580 -0.2263  -0.406
C 4.6979 -2.9099 -0.6793  -0.770
C 4.6909 -3.8112 -1.7365  -0.532
C 3.4954 -4.1647 -2.3521  -0.721
C 2.3002 -3.6216 -1.9097  -0.565
C -0.5530 -3.1519 -0.2253  0.826
C -1.8641 -2.7138 -0.4417  -0.338
C -2.9096 -3.6125 -0.3058  -0.743
C -2.6462 -4.9353 0.0289  -0.537
C -1.3393 -5.3721 0.2290  -0.806
C -0.2856 -4.4847 0.1003  -0.289
P 1.2140 1.2126 3.5642  -0.045
C 2.8174 0.8782 4.1786  0.974
C 3.7471 1.8887 3.8483  -0.335
C 5.0560 1.8097 4.2885  -0.756
C 5.4513 0.7202 5.0521  -0.396
C 4.5486 -0.2983 5.3776  -0.898
C 3.2435 -0.2252 4.9494  -0.115
C 0.0671 0.2308 4.4929  0.748
C -1.1482 -0.0774 3.8529  -0.519
C -2.1698 -0.6875 4.5502  -0.701
C -2.0183 -0.9460 5.9119  -0.439
C -0.8482 -0.5949 6.5699  -0.720
C 0.1971 -0.0153 5.8685  -0.353
H -0.0352 -2.7158 2.5913  0.322
H 1.3607 -1.8746 3.3096  0.207
H 1.6274 -3.2265 2.1940  0.383
H 3.5294 -1.6565 0.6003  0.405
H 5.6309 -2.6402 -0.2033  0.457
H 5.6208 -4.2432 -2.0808  0.442
H 3.4937 -4.8701 -3.1718  0.447
H 1.3688 -3.9140 -2.3818  0.476
H -2.0581 -1.6821 -0.7131  0.353
H -3.9286 -3.2884 -0.4697  0.481
H -3.4644 -5.6366 0.1259  0.447
H -1.1454 -6.4066 0.4778  0.467
H 0.7332 -4.8272 0.2361  0.457
H 3.4233 2.7445 3.2664  0.388
H 5.7604 2.5942 4.0491  0.441
H 6.4724 0.6559 5.4054  0.434
H 4.8789 -1.1369 5.9756  0.439
H 2.5484 -1.0108 5.2149  0.435
H -1.2857 0.1759 2.8058  0.462
H -3.0982 -0.9370 4.0541  0.442
H -2.8293 -1.4021 6.4644  0.434
H -0.7501 -0.7667 7.6332  0.428
H 1.0941 0.2750 6.3973  0.589
O 1.5181 0.5552 0.6171  -0.586
N 1.3049 -0.1999 1.5638  0.638
C -5.8378 4.7942 -2.6685  -1.414
C -4.7842 3.7556 -2.9076  0.701
C -4.8373 2.5127 -2.2620  -0.918
C -3.8791 1.5472 -2.4866  -0.292
C -2.8343 1.8324 -3.3626  0.838
C -2.7450 3.0673 -4.0055  -0.426
C -3.7256 4.0144 -3.7788  -0.642
S -1.6068 0.6784 -3.7950  0.337
C -2.5463 -0.7418 -4.3180  -1.013
O -0.9886 0.1322 -2.4327  -0.426
H -6.6592 4.4074 -2.0699  0.362
H -6.2390 5.1588 -3.6144  0.377
H -5.4102 5.6537 -2.1492  0.345
H -5.6572 2.3054 -1.5864  0.353
H -3.9443 0.5867 -1.9904  0.243
H -1.9261 3.2774 -4.6835  0.416
H -3.6716 4.9691 -4.2863  0.436
H -3.1891 -1.0830 -3.5095  0.295
H -1.8431 -1.5124 -4.6271  0.436
H -3.1436 -0.4203 -5.1717  0.424

Forces on the atoms, in the same order (eV/Å):
0.2 0.0 0.0
0.0 0.0 0.0
0.0 0.1 0.2
0.1 -0.2 0.0
0.0 -0.1 0.1
0.0 0.0 0.0
0.0 0.0 0.0
0.0 0.0 0.0
0.0 0.0 0.0
0.0 0.0 0.0
0.0 0.1 -0.2
0.0 0.0 0.1
0.0 0.0 0.0
0.0 0.0 0.0
0.0 0.0 0.0
0.0 0.0 0.0
0.0 0.1 0.2
0.1 0.2 0.1
0.0 0.0 0.0
0.0 0.0 0.0
0.0 0.0 0.0
0.0 0.0 0.0
0.0 0.0 0.0
-0.1 0.1 0.0
0.0 0.0 0.0
0.0 0.0 0.0
0.0 0.0 0.0
0.0 0.0 0.0
0.0 -0.1 0.0
0.0 0.0 0.0
0.0 0.0 0.0
0.0 0.0 0.0
0.0 0.0 0.0
0.0 0.0 0.0
0.0 0.0 0.0
0.0 0.0 0.0
0.0 0.0 0.0
0.0 0.0 0.0
0.0 0.0 0.0
0.0 0.0 0.0
0.0 0.0 0.0
0.0 0.0 0.0
0.0 0.0 0.0
0.0 0.0 0.0
0.0 0.0 0.0
0.0 0.0 0.0
0.0 0.0 0.0
0.0 0.0 0.0
0.0 0.0 0.0
0.0 0.0 0.0
0.0 0.0 0.0
0.0 0.0 0.0
-0.3 0.3 -0.3
0.2 -0.5 -0.1
0.0 0.0 0.0
0.0 0.0 0.0
0.0 0.0 0.0
0.0 -0.1 0.0
0.1 0.1 -0.1
0.1 0.0 0.0
0.0 0.0 0.0
-0.2 0.1 0.0
0.0 0.0 -0.1
0.0 -0.1 0.1
0.0 0.0 0.0
0.0 0.0 0.0
0.0 0.0 0.0
0.0 0.0 0.0
0.0 0.0 0.0
0.0 0.0 0.0
0.0 0.0 0.0
0.0 0.0 0.0
0.0 0.0 0.0
0.0 0.0 0.0

=====

Look up the charge of the first one.
0